No. 1
ORCA calculation (ωB97M-V/def2-TZVPD) on a molecular structure, C24H72AsF12N6O6P in a non-equilibrium geometry.

XYZ file:
```
122
Properties=species:S:1:pos:R:3:forces:R:3:mulliken_charge:R:1
H 7.58168 5.97701 1.84067 0.0746 -0.1448 -0.4204 0.2970
H -3.41389 5.34819 -6.10144 0.2777 0.5536 -0.6895 0.4376
H 2.16805 2.43279 1.17538 -0.7468 -0.4909 1.1620 0.4187
F 0.26137 2.79712 -4.12216 1.3555 -0.0940 0.9356 -0.3852
C 4.28931 -7.87233 -0.11149 0.7552 0.3806 1.2503 0.1487
C -2.71791 -2.74367 -2.69786 -1.6521 -1.0557 1.3438 -0.7209
H 1.34831 -10.50258 0.18945 -0.1946 0.5541 -0.5251 0.2959
C -5.02603 4.16673 -7.39145 3.0365 2.1795 1.8468 -0.8579
H -3.58924 -3.43797 -2.73665 0.1863 0.5802 -0.4527 0.5340
H -6.21750 -1.27047 6.69029 -0.6845 -0.3712 -0.2763 0.3833
C -4.56989 5.99854 -8.97897 -1.3580 -3.1403 0.5108 -0.7023
H 5.35005 2.24121 0.13126 -0.3447 -0.0406 0.0857 0.2821
C 4.62138 1.51438 0.51599 0.2496 -1.2162 1.1391 -0.8533
H 0.29149 -9.36457 -0.76908 -0.4147 -0.0932 0.2340 0.2512
N 9.25866 8.14711 5.51044 1.6490 0.4312 -0.3507 -0.2890
H 3.66998 -6.47164 -1.55102 -0.2165 0.0843 0.1573 0.3653
H 0.18718 1.28906 -0.48359 -1.7532 -1.1200 1.5952 0.3570
F -2.00780 0.97088 -5.45992 0.2833 0.4751 0.9902 -0.3890
H 9.93515 7.78255 4.79699 -0.5768 -0.0110 0.5958 0.3501
O 3.38375 1.51748 -0.15108 -0.2935 0.6595 -0.7879 -0.2662
C -3.08016 -1.44367 -0.73801 -1.6447 0.0599 0.9537 -0.6124
C 1.43142 2.80382 -0.80499 1.2522 0.6551 0.3488 0.3928
H 1.55712 -10.23545 -1.53604 0.6138 -0.5942 -1.4109 0.3953
F -0.76548 2.77655 -6.09405 -0.2712 -0.2530 0.0324 -0.3538
H -2.08138 -1.55722 -0.30261 -0.0755 0.3776 -0.1431 0.1746
H -6.41729 -2.40868 5.34536 -0.7374 0.3644 0.5723 0.3584
C -7.21979 -3.16489 7.20460 0.4190 0.8376 -0.7599 0.2680
H 4.42975 1.62273 1.60278 0.3005 0.4363 -0.3523 0.3826
H -2.66698 -1.68625 -4.51096 -0.1519 0.0326 -0.1887 0.2008
C 8.00463 7.34540 5.47304 0.2696 0.9128 0.6368 0.1791
H 7.06822 7.96360 7.41854 0.9247 -0.2383 1.7317 0.4633
F 2.13056 -1.27981 0.13743 0.7868 0.6056 -0.5704 -0.4555
H 3.35870 -8.06578 1.87060 -0.4629 -0.1299 0.0320 0.3416
C 1.28439 -9.76272 -0.64194 -0.5867 0.5186 1.9564 -0.8548
N -0.74630 -1.94740 -3.76316 -0.0251 0.7665 1.5033 0.2783
H 0.42950 1.44603 -2.05520 -0.8234 0.2982 -1.0580 -0.1164
N 0.86360 1.47601 -1.15185 1.2948 0.4075 -0.6076 0.3315
H 5.03165 0.49020 0.45617 -0.0958 0.5386 -0.4086 0.2499
N -3.66170 4.64887 -5.41938 0.0091 -2.2920 0.1808 -0.1182
H -0.08484 -2.69636 -3.47771 -0.0871 0.4283 -0.7145 0.2876
O -3.09446 -1.52201 -2.13481 0.4991 0.3490 -0.4833 -0.3265
N -7.99036 -2.64814 8.44779 -0.9332 -1.4606 -0.6906 -0.2750
H -6.87120 5.18495 -6.11245 -0.7851 0.7141 -0.9515 0.3093
C 7.58275 7.26865 4.02505 -0.3679 -1.5874 0.3973 -0.5926
H -0.82617 -1.38508 -2.88029 0.1669 -0.1129 -0.8692 -0.0172
H 6.67603 8.94895 6.06022 0.0528 -0.2699 -0.0386 0.3590
C 3.44953 -8.98508 -0.68838 0.5551 1.1224 -1.1560 -0.5915
C 0.38060 3.74036 -0.19181 0.5339 -0.0639 -0.1473 -1.5027
H 9.65427 7.99059 6.45240 0.1722 0.7279 -0.5456 0.3845
H -8.96321 -2.46038 8.22575 -0.3814 -0.1009 -0.5189 0.3594
H -1.25259 -4.43171 -4.44984 -0.0928 0.0279 0.2409 0.3235
H -5.39678 -3.32017 8.38410 -0.0031 -0.5253 -0.9263 0.3050
C 2.57763 2.61622 0.21196 -0.3830 -0.8813 -0.6050 -1.0403
C -2.04310 -3.78136 -4.83697 -1.1484 -0.7212 0.9847 -1.3240
H 3.89541 -5.74469 -0.13595 1.3633 2.5083 1.5009 0.2781
C -5.05081 4.13398 -5.83662 -1.2424 1.6846 0.2594 0.3032
H -4.29875 3.43353 -7.77743 -0.1548 0.2575 -0.0933 0.4218
H 8.35897 6.40299 5.87035 -0.3472 -0.5886 -0.3600 0.2727
F 1.03491 -3.77024 -2.05917 -0.0202 0.4619 0.3996 -0.6083
C -6.00768 -3.95675 7.68022 -1.0070 0.9035 1.3442 -0.6416
H -3.50411 4.99804 -4.48901 -0.7774 0.4427 0.6118 0.3464
H 8.63941 7.36457 1.58988 0.2494 0.8239 -0.6739 0.3393
H -5.72582 6.08665 -5.05617 -0.2416 0.0867 -0.6202 0.3421
F 1.21394 -3.38652 0.40472 -0.0398 -0.9638 -0.2289 -0.4935
H -7.84351 -3.87075 6.67045 -0.5235 -0.1330 0.3745 0.2617
O -6.62132 -4.98713 8.41698 0.9500 -0.6134 0.1849 -0.3542
H 1.86795 3.15537 -1.73771 -0.1779 0.3652 0.0060 0.3344
H 6.15476 7.26690 6.16112 -0.7081 0.2011 0.3400 0.3403
H 3.12419 3.52140 0.38412 0.5301 0.7959 -0.6196 0.5467
H -5.44940 -4.36924 6.83776 0.1656 0.3510 -0.0209 0.4510
H 9.15152 9.15714 5.27552 -0.1261 -0.6958 0.6261 0.3737
H -3.59918 -0.46445 -0.54242 0.9103 -0.8934 0.2690 0.1936
C -2.12305 -2.48677 -4.02310 0.7631 -0.7409 -1.1739 0.4199
F 3.24681 -3.15047 -1.11357 -0.2729 -0.1197 0.1636 -0.5021
H -4.19712 6.98760 -8.95468 0.0466 0.9221 -0.4649 0.2610
H -3.00019 3.84614 -5.41132 -0.0933 0.4827 -0.5166 0.0044
H 1.53973 0.71908 -1.18994 0.6764 -0.2665 0.4876 0.2741
H 4.94204 -8.85899 1.71576 -0.4707 -0.0129 -0.3719 0.3904
H 5.29367 -7.87989 -0.54177 -0.1182 0.1142 0.0926 0.3190
H 4.88590 -7.18622 1.95750 -0.3823 0.0634 -0.6331 0.3921
P -0.82314 1.86491 -4.77902 -0.8342 -0.7567 -0.1641 1.4260
H 0.80203 4.74330 -0.12645 0.3240 -0.1167 0.4345 0.4305
C -5.64986 -6.00101 8.75500 -1.9845 -1.3498 1.6891 -0.7258
H -5.16617 3.12628 -5.51660 0.0549 -0.7362 0.6021 0.4709
H -3.92834 5.25902 -9.44135 0.5974 0.4911 -0.8560 0.3339
H 3.79629 -9.91984 -0.25462 -0.1914 -0.2335 0.0311 0.4086
O 2.12905 -8.63031 -0.34775 0.0387 -1.3605 -0.6392 -0.3876
C 4.33490 -7.98660 1.42677 1.3555 0.3733 0.1374 -1.3367
C -6.19971 5.13141 -5.30293 1.7093 -0.5704 0.5531 -1.1975
H -8.07436 -3.34161 9.22240 0.8186 0.3899 -0.4775 0.3649
H 6.60095 6.67607 3.99772 1.2222 0.8362 -0.3094 0.3888
H -6.83889 4.94902 -4.42641 0.7423 -0.9913 -0.0658 0.3469
H -2.06523 -3.30666 -2.03896 0.8015 0.0373 0.1921 0.3144
O -4.54144 5.55104 -7.59078 -1.1808 -1.0916 -0.4697 -0.4332
H 3.61696 -9.01293 -1.81213 -0.4588 -0.2155 1.0315 0.3931
H -5.59299 5.77257 -9.44639 1.2069 1.1166 0.7806 0.2561
H -7.67149 -1.74693 8.73007 0.9227 0.6950 0.7256 0.3547
H -5.08889 -5.75666 9.67751 -0.0371 0.1745 -0.6738 0.2931
N 3.61059 -6.56993 -0.53272 -2.3477 -3.1577 -1.0981 -0.2439
F -1.91973 2.87164 -4.06423 -0.5407 -0.7357 -0.3397 -0.4864
C 8.56594 6.40442 2.03667 -0.4108 -0.9343 1.2039 -0.7430
H -6.24678 -6.94194 9.00303 0.7869 1.2662 -0.4115 0.2487
H -3.72069 -2.24168 -0.26507 0.4083 0.5700 -0.4839 0.3548
H -5.04156 -6.20535 7.90492 0.7139 -0.1351 -0.5134 0.3307
H -3.02966 -4.31484 -4.63313 1.3108 0.5247 -0.7811 0.3556
H -7.88113 -1.48042 5.96973 0.4503 -0.1535 -0.1366 0.4124
As 1.65319 -2.49708 -0.99256 -0.1711 0.7415 -0.4139 1.9845
F 1.91249 -1.50604 -2.44948 0.2606 -0.3265 0.8110 -0.4910
F -0.84896 0.86064 -3.35314 -0.4572 1.1251 -0.5680 -0.5923
O 8.66822 6.53123 3.46353 -0.5873 0.8247 -0.2639 -0.3586
C -6.94441 -1.99111 6.23844 0.9717 -0.1727 0.6135 -1.3946
H -1.83285 -3.69638 -5.89009 -0.2746 0.3759 -0.3628 0.3906
H 7.43622 8.28196 3.58595 0.0913 -0.5662 0.0765 0.3825
F 0.09892 -1.67432 -0.96006 -0.7040 -0.3029 -0.2700 -0.4679
F 0.25047 0.80379 -5.28551 0.3894 0.1523 -0.4960 -0.3755
H -0.45719 3.93080 -0.83364 -0.6734 -0.4484 -0.3935 0.3972
H 9.36198 5.72341 1.76208 0.0004 0.0813 -0.3507 0.2586
H -5.96907 3.99910 -7.79741 -1.7300 -0.1636 -0.7036 0.5169
H 2.59064 -6.72250 -0.26126 1.1452 0.2192 -0.6395 0.4294
H 0.05698 3.38662 0.80651 0.1243 0.2400 -0.5384 0.4331
C 6.97647 7.93983 6.38182 -1.4783 0.2865 -2.2414 -1.4057
H -0.41070 -1.28478 -4.47712 0.2371 -0.5098 0.1275 0.2760
```
Forces are in eV/Å.

Summary:
LUMO level, eV: -6.04
HOMO, eV: -16.2
Energy relative to the best compared isomer or geometry (same formula, charge and spin), kcal per mole: 0.00
M, g mol⁻¹: 874.75
Net charge: +4

***

No. 2
ORCA calculation (ωB97M-V/def2-TZVPD) on 12 unconnected molecules or ions with the total composition C24H72N2O12 in a non-equilibrium geometry.

XYZ file:
```
110
Properties=species:S:1:pos:R:3:forces:R:3:mulliken_charge:R:1
O -3.28455 -2.92942 -2.27958 4.0640 -9.2778 0.9449 -0.6288
H -1.87255 0.63158 0.07242 1.3680 -0.7946 -0.7047 -0.2201
C -0.36955 -4.97742 0.15942 5.3986 -6.4640 6.9320 0.4953
O -1.95755 3.06158 -2.16258 -7.2769 5.9678 2.6498 -0.7345
O 0.47845 2.42358 1.93642 -0.5937 0.1776 -0.9962 -0.5216
H -0.94655 2.60958 -4.88758 -0.0029 -0.3035 0.7830 0.2927
H 0.09645 2.50858 2.83842 -0.0958 0.0965 -0.7853 0.2282
H -0.59355 -6.27242 1.80942 1.5016 -1.4050 2.3355 0.4909
C -1.73155 1.88658 5.95242 -3.0036 -2.0310 0.1941 -1.5389
H 5.88645 4.63758 0.94742 0.6485 0.2318 -0.1638 0.4132
C 3.48545 3.00358 1.82842 -0.8594 1.5058 1.7660 -0.4468
C 2.56445 0.36158 -3.80158 0.6406 -0.4562 -1.4492 -0.6868
H -3.12055 -1.09542 1.61642 0.3815 -0.7463 -0.0497 0.1256
C 0.61645 -4.00642 0.78042 -1.4113 0.4551 1.0314 -0.6975
H -0.03455 -3.26642 -2.59358 0.2534 -0.6279 2.5057 -0.5353
H -4.15955 -1.78542 -4.33458 -0.1828 -0.2383 -0.5755 0.3890
H 2.45445 -1.24042 3.27742 -0.0613 0.1780 0.6705 0.4674
H 2.82245 0.27458 0.22742 -0.5934 1.1754 -0.7479 -0.3241
H -4.11455 -1.46142 -1.43158 -1.3421 0.7963 2.4855 0.2437
H 1.49545 0.54958 -3.99558 0.4842 -0.1873 0.6532 0.1433
H -2.31655 -0.73942 -3.62558 0.5346 0.2211 0.2414 0.6894
H -1.35755 -0.51642 3.67042 -0.6164 -1.4335 -0.7283 0.1368
O -1.74055 -2.10342 0.41942 -1.2621 2.8364 1.1449 0.2618
H 4.60045 2.30958 -0.67358 -0.1326 -1.2149 0.1920 0.1930
H -2.73455 1.22558 4.11342 1.5566 0.0132 0.5885 0.1672
O 3.47645 -0.35142 0.48342 5.9303 6.8389 -8.0993 -0.5756
H 3.82745 3.16958 2.86442 0.6706 -0.4584 -0.4413 0.5661
O -1.21455 2.52958 3.83442 2.5361 2.6193 -2.3401 -0.7422
C -2.85255 -2.12042 1.29742 0.7103 -0.6379 0.7849 -0.9436
O 3.02945 0.85358 -2.59758 1.2965 0.5888 2.4169 -0.4830
H 0.04445 -5.80842 -0.40058 1.7994 -0.2650 0.3217 0.5565
H -0.82855 -0.83742 0.51742 0.8304 0.5390 0.4504 0.0545
O 0.24045 -2.07442 -4.05558 -0.5591 1.1801 -1.1723 -0.5983
H 0.00545 4.39258 -3.20858 -0.6018 0.7082 -0.9445 0.5659
H -2.45055 2.73158 6.05842 -0.3338 -0.8961 -0.3324 0.3806
H -0.76055 3.11158 0.24942 -0.7743 -1.2429 -0.3753 0.4156
H -3.66555 -2.56742 0.79942 -1.4891 -0.1777 -0.8027 0.4604
H -1.94355 3.02758 3.54042 -1.1315 1.2283 -0.6266 0.3333
C -0.13455 3.40858 1.05442 1.7216 0.4593 1.0873 -1.2858
C -2.65155 -0.62042 -2.59358 -1.3541 -0.2715 -0.9389 0.5482
H 3.58545 0.13758 2.86542 0.6413 -0.6014 0.1947 0.3014
H 0.81845 -4.00242 -3.97258 -0.9324 0.1273 0.4180 0.3311
C 2.75545 -0.49142 2.55542 1.5610 -2.2716 1.4382 -0.5066
C -3.64455 -1.74442 -2.30458 -4.0674 7.9071 -2.8848 0.3400
H -0.32555 -0.23242 5.07742 -0.2110 -0.4554 0.8585 0.5091
H 3.13645 0.94558 -4.50358 -0.0896 -0.1582 -1.2708 0.3797
C 0.51945 0.11458 -0.61458 0.8703 -3.6892 -1.2257 0.2104
H -2.68255 -2.84242 2.12842 0.1461 0.9299 0.0570 0.2268
H 1.23745 1.94058 0.11842 0.0824 -1.1963 -0.9871 -1.4731
H -1.15655 -4.98242 -1.45258 -0.7806 1.5119 0.8062 0.3523
H -2.46255 2.38458 -1.76658 -1.5975 -0.6755 1.1419 0.3931
H -5.19355 -0.73942 -3.37758 0.1150 0.5160 -0.3522 0.3749
H 4.58945 3.84158 -1.30758 1.5411 1.6447 -1.1091 0.6433
O 0.62145 -0.92142 -1.48658 -0.6298 4.6840 3.3226 -0.7610
H 3.44345 1.98958 1.58542 -0.1209 -1.5438 -0.2423 -0.0946
H 4.15645 -2.93142 0.49742 0.1200 -0.2320 -1.0010 0.4410
C -1.64655 1.44458 4.44742 -1.9209 -3.0479 3.7924 0.6722
H 1.08445 3.02158 -3.08858 0.5785 -0.2053 -0.5263 0.1721
H -0.77455 1.80258 -1.90158 1.9334 -3.2026 1.0072 -1.0020
C -1.24455 1.94658 -4.04258 2.3467 -0.3898 0.0332 -1.9894
H -3.16655 0.33358 -2.46158 -0.2094 -0.1135 -0.3859 0.2762
C -0.04255 -3.36642 -3.62258 2.0634 -0.5247 -0.6638 0.0945
H 3.98045 0.62858 -2.43758 -1.4375 0.1340 -0.3824 0.2300
H -0.95355 2.35658 6.47242 2.2855 -0.0202 0.0154 0.3845
H -2.28255 1.79558 -4.09958 -1.2751 -0.6679 -0.2872 0.5336
H 4.77945 -2.12642 1.95942 -0.2864 -0.2240 -0.5263 0.4252
H 3.38345 -3.12442 2.03542 -0.7943 -1.0987 0.7961 0.4062
H 2.83145 -0.69642 -3.87758 -0.5471 0.0301 -0.3237 0.2593
H -5.55255 -2.34142 -3.38658 -0.7292 -1.7817 0.4278 0.4798
H -1.86255 -6.46042 0.72742 -0.1996 -0.3469 -0.6441 0.4352
H 0.66245 3.96758 0.56842 0.3828 0.0397 0.0050 0.2895
H -0.98055 -3.84542 -3.83958 -0.7417 0.2895 -0.9584 0.3434
H -3.83755 0.75358 1.29242 -0.9958 -1.1312 0.5855 0.5060
H 0.79445 -3.19742 0.06542 0.7605 -0.2545 -0.0122 -0.2848
N 1.27645 1.21758 -0.62658 1.0812 0.1969 -0.8667 1.7137
H -0.63555 4.13858 1.63542 -0.7748 0.7101 0.6661 0.6371
H 2.52945 3.44858 1.97442 -1.2558 -0.2688 -0.5734 0.0132
H -1.91455 -0.58942 -1.85358 1.6979 -0.3301 0.6770 -1.1887
C -3.11655 1.49258 1.07442 -1.5272 1.8360 0.2698 -1.5548
H -0.14655 0.67858 1.27742 0.2852 -0.0621 -0.3967 -0.5705
H 3.81845 4.79958 0.83842 -1.2021 1.3802 -0.2917 0.3890
C 4.16045 3.26958 -0.55558 -1.7051 0.5388 0.7882 -1.0387
C 4.26345 3.83758 0.87542 -7.2653 -1.3955 -3.6039 0.0065
N -0.23955 0.02658 0.49942 -1.2445 -1.3655 -0.2643 2.2192
C 0.20745 3.49258 -2.68958 0.6411 -1.0365 1.3773 -1.3132
H 0.01245 -3.48542 1.61242 1.2802 -0.7454 -0.7408 0.0562
C -1.21455 -5.74442 1.19742 0.2907 0.3234 -0.7893 -1.6797
O -2.56955 1.22458 -0.16958 -0.5808 0.7138 -0.2075 -0.0275
H 0.23045 -1.46542 -3.29458 0.0043 -0.3610 -0.0321 0.3417
H -1.86455 -5.08942 1.71642 -0.4502 0.9121 0.8456 0.2378
H -0.65255 1.01958 -4.04658 -0.5301 -0.0735 -0.9006 0.2772
H 2.02745 -1.51342 0.90042 -1.4120 -0.6467 -0.4197 -0.5569
H 2.00945 1.15558 -1.36358 -0.3270 0.7400 0.3616 0.0879
H -3.07755 -3.16642 -1.37958 0.6188 -0.6056 0.1901 0.2851
C 3.87245 -2.44842 1.39842 0.5090 2.5506 1.0051 -1.8926
H -2.40155 1.50458 1.91442 -0.0076 0.3697 -0.4782 0.5948
O -1.23755 -4.52742 -0.57758 -7.5947 5.0414 -9.7218 -0.5623
H 2.03545 0.19558 2.42042 -3.1308 2.3773 -0.3338 -0.4814
C 2.97145 -1.15942 1.23242 -2.1976 -8.2601 7.1192 2.2151
H 0.09945 0.42358 3.61342 0.4429 0.2718 -0.7459 -0.2580
O 5.39145 3.94558 1.37542 9.8336 0.7633 3.2899 -0.5089
H -2.07755 0.98258 6.55442 0.2210 1.3273 -0.4155 0.3508
C -0.95655 2.48058 -2.63958 6.0483 0.4969 -4.6218 2.8533
C -4.71555 -1.71542 -3.41158 0.7838 2.9042 -0.0366 -1.8265
H -3.75955 2.41858 0.99942 1.0987 -0.5083 0.3306 0.3464
H 0.51845 3.82658 -1.68858 -0.2967 -0.2333 0.0020 0.0397
H 3.10945 3.39058 -0.88758 0.1825 -0.9553 0.3652 -0.0393
C -0.76255 0.16658 4.19042 -0.2734 2.4443 0.5273 -0.7300
H 1.48245 -4.56942 1.17942 -0.3421 0.8026 -0.2567 0.4074
H -1.53155 -2.95542 0.14542 0.5883 -2.5220 -1.1402 -0.3984
```
Forces are in eV/Å.

Summary:
LUMO level, eV: 0.17
HOMO, eV: -9.1
Energy relative to the best compared isomer or geometry (same formula, charge and spin), kcal per mole: 187.20
M, g mol⁻¹: 580.84
SMILES: NC(N)=O.CC(C)O.CC(C)O.CC(C)O.CC(C)O.CC(C)O.CC(C)O.CO.CO.CO.CO.CO
Net charge: 0

***

So what do the calculations give for calculated total energy? Going down the list: -5512.2027, -1969.5828 hartree.
So what do the calculations give for gap between HOMO and LUMO? Going down the list: 10.16, 9.24 eV.